DFT (the ωB97M-V functional and the def2-TZVPD basis) results for an isolated molecule of C3H5N3.

Results
* energy: -7662.229 eV
* molecular weight: 83.1 Da
* HOMO energy: -8.536 eV
* ΔE to the lowest compared entry with this formula, charge and spin: 21.9 kJ/mol
* charge: 0
* SMILES: Nc1c[nH]cn1

Geometry (Å):
N -1.206 -1.525 -0.678
C -0.456 -0.498 -0.061
C 0.851 -0.556 0.328
N 1.217 0.755 0.557
C 0.103 1.518 0.338
N -0.923 0.791 -0.012
H -2.189 -1.352 -0.487
H -1.096 -1.366 -1.680
H 1.529 -1.392 0.416
H 2.073 1.030 1.015
H 0.095 2.596 0.263

---

DFT (the ωB97M-V functional and the def2-TZVPD basis) results for a structure of composition C54H70N4O2P2RbSb.

Results
* energy: -92956.224 eV
* molecular weight: 1076.4 Da
* HOMO energy: -6.863 eV
* ΔE to the lowest compared entry with this formula, charge and spin: 178.9 kJ/mol
* charge: 0

Geometry (Å):
Rb -0.774 -0.629 0.160
C -4.210 -4.500 0.411
C -3.753 -3.082 0.578
N -3.756 -2.224 -0.375
O -4.160 -2.808 -1.598
C -3.251 -2.602 1.879
C -3.684 -3.216 3.175
N -2.444 -1.596 1.789
O -2.041 -1.011 2.885
H -3.396 -5.102 0.002
H -5.042 -4.557 -0.288
H -4.496 -4.930 1.368
H -4.314 -2.031 -2.147
H -4.745 -3.471 3.170
H -3.489 -2.500 3.972
H -3.113 -4.122 3.402
C 1.965 -0.605 4.221
N 2.858 0.509 3.930
C 2.395 1.619 3.133
P 1.810 1.118 1.402
C 2.499 2.595 0.528
C 3.349 2.530 -0.576
C 3.798 3.690 -1.196
C 3.409 4.935 -0.720
C 2.549 5.012 0.366
C 2.090 3.854 0.974
C 3.116 -0.115 1.020
C 4.465 0.132 1.284
C 5.439 -0.785 0.931
C 5.086 -1.965 0.286
C 3.753 -2.230 0.023
C 2.777 -1.317 0.407
C 4.086 0.549 4.570
C 4.548 -0.572 5.285
C 5.789 -0.570 5.900
C 6.622 0.536 5.841
C 6.172 1.655 5.158
C 4.932 1.673 4.539
P 0.275 -0.725 3.334
C -0.179 -2.146 4.414
C 0.366 -3.378 4.058
C 0.080 -4.526 4.786
C -0.765 -4.456 5.884
C -1.319 -3.233 6.241
C -1.031 -2.089 5.512
C -0.488 0.796 4.042
C -1.160 1.659 3.169
C -1.693 2.855 3.616
C -1.578 3.209 4.956
C -0.908 2.369 5.831
C -0.357 1.177 5.371
H 1.807 -0.681 5.304
H 2.447 -1.545 3.921
H 3.198 2.328 2.980
H 1.579 2.158 3.620
H 3.683 1.567 -0.945
H 4.468 3.619 -2.043
H 3.771 5.838 -1.196
H 2.227 5.977 0.736
H 1.400 3.928 1.809
H 4.761 1.053 1.770
H 6.478 -0.577 1.157
H 5.849 -2.677 0.000
H 3.468 -3.154 -0.465
H 1.737 -1.558 0.219
H 3.938 -1.459 5.358
H 6.106 -1.457 6.435
H 7.590 0.532 6.323
H 6.789 2.544 5.108
H 4.632 2.587 4.048
H 1.017 -3.444 3.191
H 0.512 -5.475 4.494
H -0.997 -5.348 6.452
H -1.990 -3.172 7.089
H -1.507 -1.155 5.781
H -1.230 1.409 2.115
H -2.195 3.515 2.919
H -2.004 4.138 5.313
H -0.806 2.642 6.873
H 0.191 0.550 6.064
N 0.193 1.731 -1.386
C -0.537 2.927 -1.340
C 0.022 4.119 -1.791
C -0.689 5.304 -1.690
C -1.968 5.319 -1.150
C -2.529 4.130 -0.704
C -1.819 2.944 -0.792
H 1.041 1.783 -1.931
H -0.357 0.922 -1.623
H 1.024 4.114 -2.204
H -0.237 6.224 -2.038
H -2.522 6.246 -1.077
H -3.525 4.124 -0.279
H -2.266 2.024 -0.430
C -0.964 -3.666 -4.927
C -2.092 -2.694 -5.275
C -3.407 -3.273 -4.755
C -2.181 -2.538 -6.790
Sb -1.696 -0.872 -4.064
C 0.186 -0.076 -4.982
C 0.457 -0.520 -6.415
C 0.248 1.451 -4.943
C 1.276 -0.644 -4.067
C -3.378 0.506 -4.552
C -2.953 1.953 -4.327
C -4.464 0.151 -3.532
C -3.945 0.365 -5.958
H -1.171 -4.641 -5.384
H -0.882 -3.820 -3.848
H 0.004 -3.330 -5.300
H -3.589 -4.240 -5.240
H -4.259 -2.631 -4.992
H -3.387 -3.440 -3.679
H -2.413 -3.520 -7.221
H -1.250 -2.202 -7.238
H -2.972 -1.860 -7.095
H -0.335 -0.205 -7.095
H 0.581 -1.599 -6.498
H 1.392 -0.061 -6.760
H -0.253 1.888 -5.807
H 1.298 1.767 -4.989
H -0.192 1.889 -4.049
H 1.256 -1.735 -4.025
H 1.185 -0.273 -3.042
H 2.262 -0.344 -4.440
H -2.534 2.119 -3.331
H -3.835 2.598 -4.415
H -2.231 2.286 -5.068
H -4.084 0.118 -2.507
H -4.930 -0.811 -3.769
H -5.259 0.904 -3.563
H -3.201 0.597 -6.723
H -4.778 1.068 -6.083
H -4.337 -0.634 -6.145

---

DFT (the ωB97M-V functional and the def2-TZVPD basis) results for a cluster of 8 separate species, C22H63F6N5O7P in total.

Results
* energy: -71219.114 eV
* molecular weight: 654.7 Da
* HOMO energy: -6.441 eV
* ΔE to the lowest compared entry with this formula, charge and spin: 0.0 kJ/mol
* charge: -1

Geometry (Å):
P -0.247 0.056 0.687
F 0.029 1.574 1.212
F 0.335 0.458 -0.782
F 1.241 -0.347 1.157
F -0.543 -1.441 0.189
F -0.902 -0.270 2.127
F -1.722 0.505 0.140
C -3.906 -2.572 1.309
C -3.433 -3.434 0.127
C -3.467 -2.617 -1.147
O -2.985 -3.401 -2.222
C -3.069 -2.707 -3.437
N -2.079 -4.001 0.337
H -3.144 -1.879 1.661
H -4.224 -3.205 2.142
H -4.796 -1.994 1.032
H -4.119 -4.282 0.059
H -2.891 -1.687 -1.057
H -4.518 -2.350 -1.340
H -2.704 -3.357 -4.230
H -2.433 -1.808 -3.409
H -4.088 -2.365 -3.665
H -2.137 -4.564 1.185
H -1.518 -3.206 0.643
C 3.797 -0.206 -5.019
C 3.194 1.184 -5.185
C 1.788 1.260 -4.621
O 0.990 0.255 -5.192
C -0.316 0.279 -4.673
N 4.032 2.139 -4.438
H 3.886 -0.415 -3.953
H 4.737 -0.311 -5.560
H 3.106 -0.949 -5.423
H 3.160 1.443 -6.252
H 1.364 2.256 -4.807
H 1.851 1.107 -3.533
H -0.285 0.113 -3.588
H -0.913 -0.527 -5.099
H -0.834 1.223 -4.871
H 4.955 2.149 -4.859
H 3.692 3.092 -4.526
C 1.129 -2.215 5.789
C 0.951 -1.482 4.461
C 1.487 -0.056 4.473
O 0.847 0.695 5.495
C 1.532 1.892 5.743
N 1.558 -2.295 3.384
H 2.125 -2.658 5.867
H 0.381 -3.001 5.873
H 1.023 -1.523 6.627
H -0.115 -1.397 4.239
H 1.276 0.384 3.492
H 2.579 -0.034 4.604
H 2.539 1.701 6.142
H 0.992 2.481 6.484
H 1.673 2.516 4.850
H 2.552 -2.262 3.601
H 1.423 -1.777 2.517
C -2.584 3.916 3.094
C -1.605 3.306 4.085
C -1.874 3.819 5.492
O -1.821 5.227 5.626
C -0.520 5.745 5.494
N -1.777 1.849 4.094
H -3.604 3.575 3.277
H -2.314 3.649 2.070
H -2.573 5.007 3.149
H -0.583 3.576 3.787
H -1.203 3.321 6.210
H -2.874 3.512 5.806
H 0.190 5.215 6.141
H -0.520 6.796 5.783
H -0.166 5.693 4.459
H -1.696 1.518 3.133
H -0.938 1.421 4.497
C 1.780 -2.011 -2.225
C 0.714 -3.090 -2.447
C 0.670 -3.426 -3.918
O -0.362 -4.326 -4.246
C -0.330 -4.662 -5.601
N 1.009 -4.313 -1.673
H 2.738 -2.458 -2.501
H 1.817 -1.718 -1.177
H 1.539 -1.109 -2.792
H -0.286 -2.761 -2.154
H 1.643 -3.842 -4.242
H 0.550 -2.505 -4.510
H -1.089 -5.418 -5.801
H 0.653 -5.069 -5.878
H -0.555 -3.801 -6.249
H 1.941 -4.624 -1.949
H 1.123 -4.050 -0.698
C -1.612 3.651 -1.424
O -1.358 2.457 -2.164
H -0.680 4.206 -1.284
H -2.324 4.257 -1.985
H -2.066 3.428 -0.456
H -1.022 1.852 -1.492
C 2.523 2.635 -0.557
O 3.772 3.306 -0.690
H 2.089 2.468 -1.549
H 2.622 1.659 -0.079
H 1.792 3.212 0.004
H 4.333 2.739 -1.226

---

DFT (the ωB97M-V functional and the def2-TZVPD basis) results for a cluster of 10 separate species, C3H26N6O10 in total.

Results
* energy: -32949.165 eV
* molecular weight: 306.3 Da
* HOMO energy: -9.430 eV
* ΔE to the lowest compared entry with this formula, charge and spin: 347.4 kJ/mol
* charge: 0
* SMILES: NC(N)=O.NC(N)=O.NC(N)=O.O.O.O.O.O.O.O

Geometry (Å):
N 0.134 -5.353 -1.349
C 1.361 -5.600 -1.682
N 2.010 -4.481 -1.941
O 1.906 -6.744 -1.752
H -0.162 -4.439 -1.661
H -0.460 -6.109 -1.039
H 1.472 -3.637 -1.807
H 2.937 -4.580 -2.330
N -0.798 4.362 5.696
C -0.855 4.026 4.448
N -0.726 5.059 3.701
O -0.774 2.881 4.041
H -0.701 3.684 6.438
H -0.809 5.340 5.947
H -0.495 4.920 2.728
H -1.145 5.896 4.081
N -3.042 -0.244 -4.053
C -2.008 -0.956 -4.314
N -2.082 -1.420 -5.517
O -1.197 -1.133 -3.399
H -3.105 0.153 -3.126
H -3.768 -0.226 -4.755
H -1.349 -1.990 -5.914
H -2.862 -1.210 -6.123
O -3.898 -1.667 0.810
H -4.725 -2.120 0.646
H -3.244 -2.365 0.838
O 0.755 1.115 0.306
H 0.329 1.238 1.155
H 0.224 0.452 -0.135
O 0.741 2.998 -2.825
H 1.221 2.420 -3.419
H 0.861 2.606 -1.960
O 4.292 -1.663 2.476
H 4.370 -1.144 1.675
H 4.011 -2.528 2.176
O 3.078 1.969 5.270
H 3.369 2.878 5.347
H 2.181 2.031 4.941
O -3.955 2.284 0.181
H -4.542 2.729 0.792
H -3.919 1.381 0.497
O 5.129 -0.356 -1.316
H 5.485 -0.875 -2.037
H 4.754 0.416 -1.739

---

DFT (the ωB97M-V functional and the def2-TZVPD basis) results for a structure of composition C48H46AsFN2NaP2Si.

Results
* energy: -147932.387 eV
* molecular weight: 857.9 Da
* HOMO energy: -3.316 eV
* ΔE to the lowest compared entry with this formula, charge and spin: 0.0 kJ/mol
* charge: -1

Geometry (Å):
Na -1.457 -1.172 0.940
C -2.696 2.961 1.625
Si -0.975 2.600 0.971
C -0.345 3.911 -0.213
C -0.875 5.188 -0.357
C -0.366 6.078 -1.294
C 0.695 5.683 -2.095
C 1.236 4.410 -1.966
C 0.728 3.502 -1.035
P 1.437 1.806 -0.817
C 1.094 0.753 -2.282
C 1.042 -0.629 -2.093
C 0.720 -1.490 -3.135
C 0.422 -0.979 -4.392
C 0.453 0.395 -4.591
C 0.790 1.249 -3.549
C 3.236 2.296 -1.355
C 3.937 3.032 -0.394
C 5.284 3.321 -0.527
C 5.989 2.851 -1.632
C 5.324 2.096 -2.586
C 3.964 1.825 -2.447
C 0.219 2.618 2.451
C 0.217 3.836 3.147
C 1.074 4.083 4.204
C 1.970 3.099 4.600
C 1.981 1.883 3.942
C 1.112 1.626 2.879
P 1.084 -0.043 2.107
C 2.849 -0.556 2.127
C 3.511 -1.009 3.269
C 4.854 -1.353 3.217
C 5.556 -1.251 2.023
C 4.905 -0.822 0.877
C 3.559 -0.486 0.929
C 0.415 -1.028 3.501
C -0.451 -0.469 4.443
C -1.081 -1.270 5.385
C -0.856 -2.637 5.404
C -0.007 -3.205 4.466
C 0.614 -2.410 3.519
H -2.775 3.964 2.053
H -3.424 2.871 0.817
H -2.970 2.242 2.401
H -1.710 5.492 0.267
H -0.796 7.067 -1.400
H 1.106 6.366 -2.829
H 2.073 4.126 -2.591
H 1.252 -1.033 -1.107
H 0.696 -2.560 -2.964
H 0.163 -1.645 -5.206
H 0.212 0.805 -5.565
H 0.808 2.320 -3.720
H 3.399 3.374 0.489
H 5.795 3.898 0.236
H 7.045 3.066 -1.741
H 5.863 1.717 -3.448
H 3.472 1.226 -3.206
H -0.460 4.624 2.832
H 1.053 5.042 4.708
H 2.655 3.276 5.421
H 2.679 1.120 4.261
H 2.967 -1.120 4.199
H 5.354 -1.700 4.113
H 6.607 -1.511 1.988
H 5.439 -0.735 -0.061
H 3.059 -0.134 0.039
H -0.637 0.598 4.442
H -1.758 -0.820 6.100
H -1.355 -3.260 6.135
H 0.149 -4.276 4.451
H 1.252 -2.869 2.772
C -5.584 -2.991 -0.580
As -3.868 -2.073 -0.792
C -4.207 -1.304 -2.562
C -2.744 -3.635 -1.326
C -3.162 -4.344 -2.567
C -4.070 -5.403 -2.523
C -4.491 -6.034 -3.684
C -4.010 -5.623 -4.919
C -3.099 -4.576 -4.977
C -2.681 -3.946 -3.815
H -5.858 -3.555 -1.473
H -6.345 -2.238 -0.376
H -5.528 -3.657 0.281
H -4.727 -1.998 -3.223
H -3.261 -1.008 -3.017
H -4.806 -0.404 -2.426
H -2.748 -4.282 -0.448
H -1.728 -3.242 -1.426
H -4.443 -5.736 -1.561
H -5.197 -6.853 -3.623
H -4.337 -6.115 -5.826
H -2.711 -4.248 -5.934
H -1.972 -3.126 -3.870
N -3.691 -1.405 2.914
C -4.749 -0.952 2.745
H -2.812 -2.062 2.705
N -1.603 0.528 -0.805
C -0.682 1.279 -0.318
H -1.237 0.060 -1.653
F -2.023 -2.880 1.920

---

DFT (the ωB97M-V functional and the def2-TZVPD basis) results for a structure of composition C18H32LiN2O7S4.

Results
* energy: -80047.139 eV
* molecular weight: 523.7 Da
* HOMO energy: -3.805 eV
* charge: -1

Geometry (Å):
Li 0.097 0.709 1.042
C 1.283 -3.141 -0.757
C 2.199 -2.364 0.207
N 2.124 -0.919 0.094
C 2.866 -0.309 -0.986
C 2.302 -0.503 -2.392
S 0.561 -0.059 -2.654
C -0.155 -1.646 -3.145
C -0.800 -2.461 -2.010
N -0.019 -2.566 -0.826
H 1.292 -4.192 -0.419
H 1.721 -3.159 -1.760
H 3.227 -2.743 0.062
H 1.915 -2.617 1.232
H 2.451 -0.488 0.955
H 3.910 -0.673 -1.031
H 2.911 0.756 -0.760
H 2.415 -1.533 -2.728
H 2.904 0.107 -3.068
H 0.628 -2.216 -3.651
H -0.911 -1.433 -3.905
H -1.079 -3.437 -2.447
H -1.737 -1.978 -1.724
H -0.406 -2.157 0.003
O -1.252 -0.527 1.105
S -2.628 -0.041 1.217
O -3.570 -0.890 0.542
O -1.252 2.236 2.135
C -0.965 2.252 3.389
C -1.748 2.896 4.378
C -1.396 2.877 5.721
C -0.250 2.225 6.157
C 0.552 1.585 5.209
C 0.202 1.595 3.878
S 2.104 2.039 2.086
O 3.317 1.208 2.052
O 1.425 2.000 0.759
O 1.009 0.935 2.951
H -2.648 3.406 4.048
H -2.031 3.383 6.442
H 0.022 2.212 7.205
H 1.461 1.068 5.496
C -4.738 5.002 0.433
C -3.911 4.077 -0.452
C -2.456 4.053 -0.002
S -1.529 2.619 -0.531
O -2.516 1.428 -0.431
C -1.438 2.892 -2.326
C -2.460 2.105 -3.132
C -2.338 2.446 -4.612
H -5.778 5.037 0.106
H -4.354 6.025 0.424
H -4.720 4.652 1.466
H -3.975 4.401 -1.496
H -4.308 3.063 -0.414
H -2.357 4.012 1.084
H -1.885 4.907 -0.376
H -0.427 2.594 -2.603
H -1.530 3.967 -2.503
H -3.468 2.300 -2.764
H -2.288 1.041 -2.973
H -2.530 3.507 -4.797
H -3.049 1.871 -5.208
H -1.335 2.222 -4.983

---

DFT (the ωB97M-V functional and the def2-TZVPD basis) results for a cluster of 2 separate species, C4H7NO in total.

Results
* energy: -7797.555 eV
* molecular weight: 85.1 Da
* HOMO energy: -9.080 eV
* ΔE to the lowest compared entry with this formula, charge and spin: 201.6 kJ/mol
* charge: 0
* SMILES: [H]/N=C/C.C=C=O

Geometry (Å):
H 0.624 -2.162 0.817
N 0.190 -1.577 0.101
C -0.870 -1.035 0.548
C -1.703 -0.125 -0.300
H -1.234 -1.203 1.572
H -2.678 -0.586 -0.499
H -1.198 0.065 -1.251
H -1.885 0.824 0.215
C 2.103 0.873 -0.551
C 1.277 1.581 0.180
O 0.523 2.198 0.829
H 1.780 -0.124 -0.836
H 3.070 1.272 -0.825